Below is 4 unconnected molecules or ions with the total composition C8H16O16S4, with properties calculated with the ωB97M-V functional and the def2-TZVPD basis.

* lowest unoccupied orbital energy: 0.000 hartree
* calculated total energy: -84651.544 eV
* energy above the lowest of the compared OMol25 structures with the same formula, charge and spin: 95.2 kJ/mol
* orbital gap: 10.35 eV
* HOMO energy: -10.35 eV

Each line ends with the Löwdin charge.
CARTESIAN COORDINATES (ANGSTROEM)
O  1.178  1.810  -3.560  -0.235
S  1.459  2.552  -2.365  0.665
O  2.111  3.826  -2.434  -0.221
O  0.068  2.596  -1.529  -0.175
C  -0.078  1.531  -0.624  -0.179
C  1.288  0.833  -0.544  -0.163
O  2.218  1.584  -1.317  -0.190
H  -0.581  1.798  0.301  0.104
H  -0.746  0.735  -0.976  0.126
H  1.303  -0.152  -1.022  0.121
H  1.612  0.538  0.457  0.124
O  1.212  -2.548  0.515  -0.202
S  1.785  -2.910  1.764  0.667
O  2.314  -4.236  1.941  -0.223
O  2.885  -1.830  2.309  -0.212
C  2.957  -1.940  3.731  -0.157
C  1.526  -2.366  4.184  -0.167
O  0.788  -2.482  2.982  -0.203
H  3.732  -2.667  3.979  0.126
H  3.277  -0.941  4.019  0.131
H  1.082  -1.473  4.628  0.109
H  1.517  -3.179  4.904  0.132
O  -2.032  0.298  -3.658  -0.215
S  -2.004  0.394  -5.078  0.650
O  -3.235  0.631  -5.784  -0.235
O  -0.884  1.424  -5.640  -0.221
C  -0.053  0.854  -6.677  -0.135
C  -0.651  -0.531  -6.931  -0.183
O  -1.228  -0.889  -5.697  -0.197
H  -0.153  1.599  -7.462  0.132
H  0.974  0.810  -6.313  0.125
H  0.079  -1.282  -7.218  0.135
H  -1.481  -0.464  -7.646  0.129
O  -3.362  1.270  2.253  -0.213
S  -2.184  0.632  2.756  0.618
O  -1.243  0.056  1.845  -0.222
O  -1.428  1.573  3.817  -0.203
C  -1.876  1.236  5.174  -0.127
C  -2.014  -0.247  5.071  -0.175
O  -2.648  -0.459  3.822  -0.176
H  -1.083  1.673  5.775  0.138
H  -2.811  1.767  5.364  0.137
H  -2.574  -0.724  5.871  0.143
H  -1.016  -0.698  5.015  0.116

=====

Below is 4 unconnected molecules or ions with the total composition C8H16O16S4, with properties calculated with the ωB97M-V functional and the def2-TZVPD basis.

* lowest unoccupied orbital energy (spin up / spin down): -0.123 / -0.381 hartree
* <S²>: 0.759
* net charge: +1
* calculated total energy: -84639.981 eV
* energy above the lowest of the compared OMol25 structures with the same formula, charge and spin: 0.0 kJ/mol
* orbital gap (spin up / spin down): 10.15 / 3.13 eV
* HOMO energy (spin up / spin down): -13.49 / -13.49 eV
* spin multiplicity: 2

Each line ends with the Löwdin charge.
CARTESIAN COORDINATES (ANGSTROEM)
C  -1.450  -3.734  -0.806  -0.184
C  -1.112  -4.754  0.234  -0.130
O  0.266  -4.345  0.455  -0.218
S  0.558  -2.722  0.452  0.682
O  1.779  -2.438  -0.273  -0.240
O  0.310  -2.189  1.768  -0.225
O  -0.800  -2.531  -0.408  -0.216
H  -2.529  -3.593  -0.877  0.138
H  -1.118  -4.099  -1.779  0.136
H  -1.172  -5.748  -0.210  0.143
H  -1.710  -4.623  1.136  0.137
C  -6.132  1.023  -1.748  -0.082
C  -5.164  0.622  -0.484  -0.152
O  -3.894  1.018  -0.894  -0.226
S  -3.951  2.387  -1.795  0.676
O  -3.035  2.251  -2.944  -0.244
O  -3.803  3.528  -0.928  -0.233
O  -5.513  2.257  -2.127  -0.219
H  -7.207  1.170  -1.637  0.135
H  -5.929  0.392  -2.612  0.123
H  -5.087  -0.455  -0.330  0.126
H  -5.483  1.074  0.455  0.130
C  -0.379  0.833  -0.183  -0.186
C  -0.865  2.313  0.090  -0.125
O  -0.338  2.561  1.396  -0.184
S  0.979  1.573  1.794  0.747
O  0.675  0.806  2.987  -0.224
O  2.247  2.290  1.759  -0.273
O  0.869  0.614  0.436  -0.233
H  -0.394  0.615  -1.251  0.141
H  -1.007  0.062  0.264  0.115
H  -1.944  2.379  -0.052  0.090
H  -0.344  2.962  -0.614  0.136
C  5.061  0.930  1.683  -0.090
C  4.667  0.602  0.251  -0.115
O  5.825  0.316  -0.433  -0.049
S  7.170  0.706  0.417  0.802
O  7.470  2.154  0.312  -0.112
O  8.257  -0.256  0.199  -0.151
O  6.402  0.453  1.839  -0.065
H  4.451  0.595  2.522  0.173
H  5.187  1.999  1.855  0.179
H  4.071  1.328  -0.302  0.176
H  4.115  -0.329  0.385  0.189

=====

Below is C8H16O2 in the gas phase, with properties calculated with the ωB97M-V functional and the def2-TZVPD basis.

* lowest unoccupied orbital energy (spin up / spin down): -0.032 / -0.032 hartree
* calculated total energy: -12647.013 eV
* energy above the lowest of the compared OMol25 structures with the same formula, charge and spin: 421.5 kJ/mol
* orbital gap (spin up / spin down): 6.70 / 6.71 eV
* HOMO energy (spin up / spin down): -7.59 / -7.59 eV

Each line ends with the Löwdin charge.
CARTESIAN COORDINATES (ANGSTROEM)
C  0.493  -0.990  1.364  -0.125
C  1.440  -0.008  2.025  -0.137
C  0.526  -1.184  -0.523  -0.644
O  0.141  -2.556  -0.640  -0.002
O  1.681  -0.848  -0.905  -0.066
H  0.979  -3.038  -0.607  0.104
H  0.931  -1.984  1.432  0.088
H  -0.489  -1.055  1.833  0.076
H  1.843  -0.416  2.957  0.071
H  0.978  0.950  2.273  0.051
H  2.290  0.176  1.362  0.074
C  -1.773  0.928  0.871  -0.020
C  0.364  1.719  -0.260  -0.018
C  -0.561  -0.038  -2.551  -0.033
C  -0.675  0.700  -0.090  -0.191
C  -0.715  -0.399  -1.074  -0.256
H  -1.602  -1.011  -0.910  0.145
H  -1.408  1.319  1.823  0.097
H  -2.388  0.045  1.030  0.096
H  -2.412  1.711  0.433  0.119
H  1.323  1.199  -0.430  0.106
H  0.172  2.246  -1.203  0.119
H  0.418  2.437  0.554  0.094
H  0.428  0.377  -2.742  0.081
H  -0.656  -0.946  -3.146  0.090
H  -1.328  0.668  -2.877  0.081

=====

Below is 2 unconnected molecules or ions with the total composition C8H16O2, with properties calculated with the ωB97M-V functional and the def2-TZVPD basis.

* lowest unoccupied orbital energy: 0.029 hartree
* calculated total energy: -12647.508 eV
* energy above the lowest of the compared OMol25 structures with the same formula, charge and spin: 373.8 kJ/mol
* orbital gap: 9.35 eV
* HOMO energy: -8.57 eV

Each line ends with the Löwdin charge.
CARTESIAN COORDINATES (ANGSTROEM)
C  -1.065  2.109  0.029  0.061
C  0.089  1.447  0.116  -0.367
O  1.223  1.862  -0.525  0.037
C  0.316  0.274  1.028  -0.463
C  1.456  0.528  2.004  -0.018
O  -0.799  -0.083  1.719  -0.038
C  0.872  -1.149  -0.041  -0.124
C  1.679  -1.014  -1.314  -0.128
H  -1.194  2.930  -0.662  0.062
H  -1.889  1.865  0.674  0.058
H  1.015  2.614  -1.090  0.113
H  1.643  -0.372  2.586  0.085
H  2.359  0.813  1.472  0.087
H  1.161  1.314  2.699  0.094
H  -1.515  -0.483  1.068  0.082
H  0.152  -1.970  -0.074  0.072
H  1.552  -1.488  0.732  0.071
H  2.302  -1.895  -1.479  0.073
H  2.397  -0.196  -1.270  0.063
H  1.080  -0.828  -2.201  0.057
C  -1.657  -1.064  -1.379  -0.047
C  -2.538  -1.006  -0.358  -0.092
H  -1.368  -0.185  -1.934  0.066
H  -1.221  -1.997  -1.696  0.064
H  -3.122  -0.112  -0.189  0.064
H  -2.927  -1.912  0.084  0.069

=====

Below is a molecular structure, C8H16O22S4Y, with properties calculated with the ωB97M-V functional and the def2-TZVPD basis.

* lowest unoccupied orbital energy: 0.349 hartree
* net charge: -5
* calculated total energy: -97973.446 eV
* orbital gap: 1.91 eV
* HOMO energy: 7.58 eV

Each line ends with the Löwdin charge.
CARTESIAN COORDINATES (ANGSTROEM)
Y  -1.614  0.813  -0.015  1.438
S  -1.257  2.679  -2.298  0.121
O  -1.391  4.094  -2.109  -0.385
O  -0.365  2.103  -1.279  -0.479
O  -2.429  1.997  -1.812  -0.395
O  -0.898  2.206  -3.581  -0.358
S  -2.026  -2.097  2.033  0.116
O  -1.657  -2.132  3.409  -0.436
O  -3.462  -2.355  1.844  -0.404
O  -1.632  -0.841  1.428  -0.451
O  -1.407  -3.147  1.218  -0.422
S  -3.225  -1.872  -1.874  0.113
O  -2.352  -3.026  -1.747  -0.424
O  -2.624  -0.680  -1.283  -0.439
O  -3.604  -1.726  -3.250  -0.443
O  -4.319  -2.230  -0.984  -0.420
S  -3.254  2.423  1.869  0.163
O  -1.859  2.515  1.460  -0.458
O  -3.959  3.612  1.435  -0.407
O  -3.561  1.269  0.998  -0.417
O  -3.478  2.053  3.239  -0.385
C  3.241  1.142  -3.509  -0.103
C  2.037  0.847  -2.738  -0.231
O  1.935  -0.567  -2.680  0.059
C  1.017  -1.105  -1.975  -0.584
O  0.183  -0.514  -1.219  0.042
O  1.321  -2.344  -1.924  0.008
C  0.705  -3.228  -0.982  -0.033
H  3.115  0.965  -4.577  0.069
H  4.045  0.507  -3.137  0.064
H  3.571  2.175  -3.402  0.070
H  1.237  1.432  -3.191  0.105
H  2.048  1.176  -1.698  0.128
H  1.402  -3.979  -0.612  0.072
H  -0.128  -3.665  -1.533  0.076
H  0.271  -2.627  -0.183  0.062
C  2.239  -2.168  2.214  -0.012
C  2.691  -0.885  1.415  -0.232
O  2.560  0.251  2.172  -0.011
C  1.368  0.929  2.215  -0.436
O  0.429  0.859  1.376  0.059
O  1.536  1.932  3.072  -0.030
C  0.525  2.897  3.321  -0.034
H  3.078  -2.759  2.581  0.043
H  1.748  -2.704  1.401  0.050
H  1.515  -1.890  2.979  0.086
H  2.106  -0.666  0.522  0.107
H  3.693  -0.924  0.989  0.106
H  -0.238  2.366  3.890  0.105
H  0.246  3.360  2.375  0.101
H  0.878  3.529  4.136  0.067

=====

Below is 2 unconnected molecules or ions with the total composition C8H16O4, with properties calculated with the ωB97M-V functional and the def2-TZVPD basis.

* lowest unoccupied orbital energy: 0.026 hartree
* calculated total energy: -16745.041 eV
* energy above the lowest of the compared OMol25 structures with the same formula, charge and spin: 94.3 kJ/mol
* orbital gap: 10.75 eV
* HOMO energy: -10.04 eV

Each line ends with the Löwdin charge.
CARTESIAN COORDINATES (ANGSTROEM)
C  -1.295  1.315  5.138  -0.109
C  -2.060  0.608  4.043  -0.171
C  -1.720  1.062  2.643  -0.504
O  -1.737  2.258  2.392  0.078
O  -1.234  0.155  1.807  -0.027
C  -1.013  0.461  0.433  -0.041
H  -1.258  2.406  4.983  0.082
H  -0.267  0.918  5.093  0.081
H  -1.705  1.116  6.143  0.079
H  -1.962  -0.487  4.173  0.121
H  -3.110  0.881  4.266  0.125
H  -1.614  1.339  0.142  0.096
H  -1.210  -0.353  -0.285  0.076
H  0.055  0.731  0.375  0.097
C  3.474  -1.356  -2.437  -0.076
C  2.257  -0.458  -1.976  -0.147
C  0.918  -0.849  -2.520  -0.474
O  0.069  -1.393  -1.761  0.030
O  0.666  -0.354  -3.732  -0.031
C  -0.567  -0.748  -4.366  -0.038
H  3.154  -2.406  -2.323  0.077
H  4.394  -1.203  -1.849  0.072
H  3.701  -1.172  -3.501  0.073
H  2.215  -0.509  -0.871  0.117
H  2.441  0.597  -2.257  0.123
H  -1.468  -0.886  -3.745  0.096
H  -0.346  -1.698  -4.881  0.099
H  -0.777  0.024  -5.125  0.096

=====

Max |F| values, unit Eh/bohr, following the record order: 0.04469; 0.08710; 0.01169; 0.07016; 0.14986; 0.07759.
Molar mass values, unit g mol⁻¹, following the record order: 496.5; 496.5; 144.2; 144.2; 681.4; 176.2.